(1)
DFT (ωB97M-V/def2-TZVPD) results for a cluster of 2 separate species, C27H48N4O3 in total at a distorted geometry.

Calculated values
E_tot ... -1501.46699 hartree
Total charge ... +2

Positions of all 82 atoms, in Å:
C: -2.0436 5.6009 -1.1207
O: -1.9682 4.2110 -1.6765
C: -1.7608 3.3363 -0.5118
C: -1.8098 1.7085 -0.8924
C: -2.2498 0.9428 0.4882
C: -1.3569 -0.3747 0.8739
C: 0.2655 -0.1752 0.7930
C: 0.8161 1.3051 1.2244
C: 0.2137 1.8966 2.6287
N: 1.3216 2.6928 3.2900
C: 1.4520 4.0927 2.7327
C: 2.6252 4.2392 1.5592
C: 4.1173 3.7938 2.1021
C: 4.7934 4.8346 3.1732
C: 6.4468 4.7705 2.9407
O: 6.9230 5.7334 1.9306
O: 2.5389 5.6247 1.0727
C: 3.3268 5.8427 -0.1497
C: 2.6016 5.2752 -1.5308
N: 2.7565 6.3032 -2.6423
H: -3.0292 6.1613 -1.4907
H: -2.1280 5.5986 0.0683
H: -1.0641 6.2293 -1.3539
H: -0.8081 3.6076 0.1326
H: -2.6888 3.4964 0.2208
H: -2.5019 1.4891 -1.8213
H: -0.7014 1.4592 -1.2533
H: -2.3212 1.6698 1.4066
H: -3.3618 0.5483 0.3069
H: -1.7001 -0.7536 1.9265
H: -1.6292 -1.2225 0.0787
H: 0.7393 -0.9549 1.5563
H: 0.6512 -0.4806 -0.2826
H: 1.9925 1.1872 1.3912
H: 0.7086 2.0510 0.3148
H: -0.3043 1.1046 3.3213
H: -0.6265 2.6777 2.3347
H: 1.1063 2.6880 4.3165
H: 1.8197 4.7946 3.6217
H: 0.4589 4.5679 2.3369
H: 2.3975 3.5245 0.6310
H: 4.8374 3.7399 1.1552
H: 4.1458 2.6999 2.5664
H: 4.6036 4.3759 4.2519
H: 4.4125 5.9355 3.0544
H: 6.6782 3.6881 2.5093
H: 7.0130 4.9421 3.9673
H: 6.3276 5.6004 1.1178
H: 4.4369 5.4763 -0.1003
H: 3.3832 7.0260 -0.2982
H: 3.1768 4.3018 -1.9122
H: 1.4461 5.0981 -1.4014
H: 1.9224 6.9369 -2.6285
H: 2.7620 5.8149 -3.5733
C: -1.0033 -10.1139 -4.8125
N: -1.4580 -9.1353 -3.8043
C: -0.5700 -8.6523 -2.9064
C: -0.9590 -7.6943 -1.9665
C: -2.2730 -7.2168 -1.9470
C: -3.1672 -7.7599 -2.8781
C: -2.7413 -8.7183 -3.7966
C: -2.7106 -6.1658 -1.0105
C: -3.2492 -4.9646 -1.4875
C: -3.7093 -3.9913 -0.6021
N: -3.6463 -4.1938 0.7313
C: -3.1097 -5.3305 1.2308
C: -2.6334 -6.3275 0.3763
C: -4.1810 -3.1796 1.6607
H: -0.5756 -10.9697 -4.2842
H: -0.2534 -9.6195 -5.4364
H: -1.8468 -10.4364 -5.4269
H: 0.4488 -9.0289 -2.9563
H: -0.2138 -7.3124 -1.2695
H: -4.2094 -7.4441 -2.8990
H: -3.4205 -9.1460 -4.5297
H: -3.3160 -4.7700 -2.5573
H: -4.1355 -3.0552 -0.9556
H: -3.0797 -5.4354 2.3123
H: -2.2264 -7.2388 0.8119
H: -3.3770 -2.8853 2.3394
H: -5.0113 -3.6378 2.2055
H: -4.5360 -2.3102 1.1016


(2)
DFT (ωB97M-V/def2-TZVPD) results for a cluster of 5 separate species, C24H64FNO17P5S in total at a distorted geometry.

Calculated values
Total charge ... +1
Energy relative to the best compared isomer or geometry (same formula, charge and spin) ... 0.0 kJ/mol

Positions of all 113 atoms, in Å:
N: -4.8937 1.5639 -0.8518
P: -6.2976 1.2618 0.0070
O: -7.1633 2.6016 -0.1591
S: -7.3986 -0.2959 -1.1768
F: -8.3022 0.2108 -2.3705
H: -4.1641 0.9703 -0.4497
H: -4.9908 1.2576 -1.8212
H: -7.8907 2.5696 -0.8022
H: -8.3374 -0.6033 -0.2539
O: -1.3831 2.4451 -1.8988
P: -0.2847 2.8023 -2.8117
O: 0.6421 3.9427 -2.2156
C: 1.0387 3.9270 -0.8366
C: 2.2571 3.0595 -0.6076
O: -0.9310 3.6144 -4.0360
C: -2.3550 3.5806 -4.1500
C: -3.1043 4.5719 -3.2786
O: 0.6656 1.8758 -3.6504
C: 1.3106 0.6645 -3.1906
C: 0.4794 -0.1585 -2.2304
H: 0.2041 3.5998 -0.2131
H: 1.2549 4.9619 -0.5765
H: 2.0147 2.0029 -0.7449
H: 2.6310 3.1796 0.4093
H: 3.0533 3.3180 -1.3058
H: -2.7126 2.5793 -3.9009
H: -2.5597 3.7436 -5.2082
H: -2.7158 4.5612 -2.2618
H: -4.1551 4.2748 -3.2705
H: -3.0322 5.5977 -3.6408
H: 2.2744 0.9284 -2.7537
H: 1.5209 0.0915 -4.0911
H: 0.1575 0.4249 -1.3669
H: 1.0670 -1.0026 -1.8696
H: -0.4146 -0.5435 -2.7226
O: -12.9348 3.8076 -3.5171
P: -12.1684 4.9185 -4.0863
O: -11.6868 5.9833 -3.0013
C: -11.3021 5.5872 -1.6870
C: -9.8816 5.0586 -1.6235
O: -13.0599 5.8589 -4.9930
C: -14.4520 5.5886 -5.2147
C: -15.3206 6.2963 -4.1957
O: -10.9503 4.8117 -5.0879
C: -9.8912 3.8520 -5.0436
C: -10.3014 2.4553 -4.6222
H: -11.9934 4.8349 -1.3005
H: -11.4069 6.4789 -1.0713
H: -9.8217 4.0870 -2.1277
H: -9.5802 4.9221 -0.5828
H: -9.1772 5.7359 -2.1068
H: -14.6354 4.5145 -5.2099
H: -14.6672 5.9517 -6.2190
H: -14.9316 6.1519 -3.1875
H: -16.3413 5.9158 -4.2356
H: -15.3457 7.3692 -4.3880
H: -9.0995 4.2425 -4.3973
H: -9.4788 3.8187 -6.0509
H: -10.8250 2.4437 -3.6651
H: -9.4014 1.8421 -4.5364
H: -10.9625 2.0001 -5.3586
O: 4.0567 -0.7015 4.8244
P: 4.5543 -0.6375 3.4487
O: 5.1457 0.7819 3.0435
C: 5.9393 1.5374 3.9709
C: 7.3966 1.1280 3.9425
O: 3.3442 -0.6904 2.4037
C: 1.9983 -0.8133 2.8557
C: 1.3584 0.5474 3.0493
O: 5.4569 -1.7030 2.7246
C: 6.5866 -2.3972 3.3058
C: 6.4294 -2.7447 4.7706
H: 5.5260 1.4424 4.9768
H: 5.8359 2.5789 3.6689
H: 7.5335 0.1286 4.3608
H: 7.9953 1.8194 4.5358
H: 7.7748 1.1228 2.9198
H: 1.9488 -1.4005 3.7728
H: 1.4709 -1.3747 2.0824
H: 2.0138 1.2206 3.6013
H: 0.4164 0.4587 3.5927
H: 1.1563 1.0102 2.0804
H: 7.4868 -1.8039 3.1344
H: 6.6952 -3.3075 2.7204
H: 6.2033 -1.8696 5.3789
H: 7.3540 -3.1899 5.1383
H: 5.6210 -3.4611 4.9156
O: 8.4893 -6.9502 3.8462
P: 9.0631 -7.4817 2.6065
O: 9.9132 -6.4134 1.7896
C: 10.7680 -5.4813 2.4633
C: 12.1342 -6.0644 2.7572
O: 7.9302 -7.7612 1.5202
C: 6.5552 -7.5288 1.8250
C: 6.1448 -6.1177 1.4571
O: 9.8179 -8.8524 2.4346
C: 10.7726 -9.4230 3.3574
C: 10.4665 -9.1711 4.8189
H: 10.2881 -5.1317 3.3801
H: 10.8615 -4.6276 1.7928
H: 12.0751 -6.8401 3.5236
H: 12.8069 -5.2885 3.1236
H: 12.5639 -6.5071 1.8583
H: 6.3565 -7.7263 2.8785
H: 5.9878 -8.2577 1.2458
H: 6.8838 -5.4004 1.8147
H: 5.1747 -5.8727 1.8925
H: 6.0758 -5.9976 0.3751
H: 11.7690 -9.0636 3.0937
H: 10.7624 -10.4921 3.1535
H: 10.3573 -8.1097 5.0382
H: 11.2764 -9.5651 5.4333
H: 9.5390 -9.6625 5.1123


(3)
DFT (ωB97M-V/def2-TZVPD) results for a cluster of 8 separate species, C6H30NO7 in total at a distorted geometry.

Calculated values
Total charge ... +1
Energy relative to the best compared isomer or geometry (same formula, charge and spin) ... 647.7 kJ/mol

Positions of all 44 atoms, in Å:
C: -2.2203 0.6537 -2.1739
C: -1.6641 0.0456 -0.7980
C: -1.9157 0.9959 0.4025
C: -3.3930 1.5935 0.3988
C: -1.6469 0.3496 1.7231
C: -1.6689 1.5987 2.6754
N: -0.1537 -0.0456 -1.2480
H: -2.4772 -0.1556 -2.9597
H: -1.4597 1.4784 -2.3344
H: -3.1721 1.0607 -2.3725
H: -1.9164 -1.0627 -0.6106
H: -1.2563 1.8394 0.2573
H: -3.1930 2.6729 0.4402
H: -4.0439 1.2244 1.1667
H: -3.9577 1.2521 -0.6682
H: -0.8248 -0.3300 1.8767
H: -2.5473 -0.2749 2.0851
H: -1.5958 1.3428 3.8007
H: -2.6508 2.1403 2.5335
H: -0.9095 2.2501 2.5275
H: 0.1025 -0.0582 -2.3583
H: 0.2239 -0.9803 -0.8298
H: 0.4530 0.7401 -0.9069
H: 1.4930 4.6191 0.0496
H: 1.8555 3.8422 -1.2994
O: 1.2359 3.8582 -0.5390
H: 4.9307 -0.8434 2.3798
H: 3.5377 -0.1102 2.3050
O: 4.1299 -0.7323 2.2153
H: 3.6549 -2.0416 1.2268
H: 4.1902 -2.8081 0.1936
O: 3.3129 -2.4195 0.4218
H: 1.6645 -2.2404 0.0793
H: 0.5082 -2.8052 -0.7894
O: 0.6749 -2.3618 -0.0238
H: -0.0874 0.0713 -4.9858
H: -0.8623 -1.1967 -5.2658
O: -0.2161 -0.7504 -4.7042
H: 2.8509 -0.4843 -0.9437
H: 2.6426 0.8317 -0.0882
O: 2.2091 0.1561 -0.7044
H: 1.5012 -3.6124 2.8759
H: 0.9726 -4.8963 2.4415
O: 1.6890 -4.4073 2.5276